[1]
# C3H4NO

The ion C3H4NO with charge +1 (ωB97M-V with the def2-TZVPD basis set, the Open Molecules 2025 dataset).

As for the charge: +1. The calculation puts the HOMO energy (alpha / beta) at -15.575 / -15.145 eV. Its HOMO-LUMO gap (alpha / beta) is 8.627 / 8.240 eV.

Cartesian coordinates (Å):
1 H -0.575 1.326 0.429
2 H 0.018 -1.797 -0.402
3 C 2.313 0.303 0.041
4 C 0.501 -0.980 0.135
5 N 0.164 1.001 -0.203
6 C 1.417 1.223 0.202
7 H 0.148 -0.817 1.149
8 O 1.769 -0.871 -0.174
9 H -0.070 1.224 -1.182

=====

[2]
# C20H58N2O14

A cluster of 8 separate species, C20H58N2O14 in total (ωB97M-V with the def2-TZVPD basis set, the Open Molecules 2025 dataset).

As for the charge: +1. The spin multiplicity is 2. The calculation puts the HOMO energy (alpha / beta) at -12.115 / -11.854 eV. Its HOMO-LUMO gap (alpha / beta) is 9.811 / 3.813 eV.

Cartesian coordinates (Å):
1 O 16.791 21.823 -4.645
2 H 14.668 18.772 -7.618
3 H 14.924 24.322 -4.212
4 O 11.919 17.389 -7.339
5 H 20.507 26.437 -5.452
6 O 12.365 23.260 -6.587
7 C 16.476 21.896 -3.241
8 C 17.332 23.072 -8.633
9 H 10.366 17.151 -8.500
10 H 16.859 27.974 -4.095
11 O 17.244 25.074 -4.988
12 C 11.639 22.884 -5.466
13 H 21.845 26.698 -7.387
14 H 13.953 25.056 -5.533
15 C 10.668 17.877 -7.746
16 H 15.743 22.883 -5.547
17 H 20.383 27.162 -8.365
18 N 13.765 20.122 -5.536
19 H 12.032 22.055 -4.877
20 N 17.264 19.305 -5.819
21 H 19.665 18.332 -5.535
22 H 13.285 23.300 -6.316
23 H 18.340 21.762 -6.057
24 H 18.804 21.740 -4.314
25 H 13.333 20.105 -4.623
26 H 13.907 28.187 -4.122
27 O 15.489 29.361 -3.419
28 H 21.604 29.010 -7.685
29 H 11.681 18.156 -5.403
30 O 13.343 27.419 -4.238
31 H 17.026 25.752 -3.022
32 C 12.925 19.562 -6.602
33 H 11.781 28.663 -4.813
34 C 16.260 23.882 -9.356
35 H 19.113 27.222 -6.129
36 O 15.021 23.342 -5.982
37 O 21.099 28.590 -6.985
38 O 16.381 23.884 -10.774
39 H 16.610 20.914 -2.787
40 C 11.302 26.798 -5.513
41 H 17.133 21.532 -9.777
42 H 10.653 27.241 -6.269
43 O 17.148 21.675 -8.827
44 H 19.897 19.870 -6.415
45 H 9.693 23.397 -6.348
46 C 16.046 25.465 -5.664
47 C 19.554 19.416 -5.485
48 H 17.029 22.653 -2.686
49 H 18.019 19.527 -3.898
50 H 15.574 27.600 -1.277
51 H 11.481 26.454 -3.660
52 H 20.283 19.683 -4.720
53 O 9.938 21.357 -6.181
54 H 12.759 28.268 -6.079
55 H 10.276 21.446 -7.075
56 H 15.401 22.072 -3.192
57 H 17.286 23.305 -7.570
58 C 16.483 28.386 -3.159
59 C 20.908 27.253 -7.414
60 H 14.236 20.415 -8.160
61 H 15.981 23.068 -11.083
62 C 12.399 18.170 -6.223
63 H 11.750 23.736 -4.797
64 H 15.823 26.456 -5.267
65 H 9.963 17.981 -6.921
66 H 17.467 19.637 -6.751
67 H 14.132 21.045 -5.722
68 C 10.123 22.660 -5.670
69 H 12.078 20.191 -6.874
70 H 13.210 17.598 -5.773
71 C 15.971 27.252 -2.230
72 O 16.898 26.145 -2.156
73 H 16.271 24.907 -8.987
74 H 15.074 26.819 -2.675
75 O 19.270 25.441 -6.940
76 H 16.172 25.570 -6.742
77 H 13.290 19.030 -8.675
78 H 15.919 30.122 -3.815
79 H 18.002 25.203 -5.562
80 H 16.375 19.716 -5.573
81 H 17.367 28.882 -2.758
82 H 15.280 23.504 -9.062
83 C 12.360 27.813 -5.173
84 H 18.362 23.288 -8.916
85 O 10.717 26.491 -4.241
86 H 11.675 25.854 -5.910
87 H 19.867 24.695 -7.032
88 C 14.898 24.578 -5.271
89 H 10.744 18.873 -8.182
90 C 19.957 26.580 -6.382
91 C 18.191 19.903 -4.906
92 H 9.527 22.509 -4.769
93 C 13.844 19.451 -7.835
94 C 18.085 21.401 -5.060

=====

[3]
# C26H54BN9O20P

A cluster of 9 separate species, C26H54BN9O20P in total (ωB97M-V with the def2-TZVPD basis set, the Open Molecules 2025 dataset).

As for the charge: -1. The calculation puts the HOMO energy at -4.477 eV. Its HOMO-LUMO gap is 5.560 eV.

Cartesian coordinates (Å):
1 H -4.951 3.717 0.868
2 H 3.447 2.224 -1.355
3 H -1.729 6.823 1.473
4 N -3.501 6.054 0.682
5 H -2.185 -5.478 -1.014
6 H -0.376 4.430 -4.585
7 C -6.902 -0.131 3.332
8 N -2.914 -3.880 1.337
9 C 0.954 -6.629 2.249
10 C 4.374 -4.212 -1.100
11 O 4.343 -1.865 2.414
12 H 3.724 0.594 -2.042
13 C -3.257 -1.509 1.091
14 H 1.845 -4.487 -3.010
15 H 5.063 -3.695 1.872
16 H -2.357 5.359 2.285
17 C 2.251 -5.815 2.188
18 O 5.133 3.114 -6.624
19 C -1.721 -3.666 0.780
20 O -0.276 -6.027 -1.403
21 H 0.140 -3.433 2.943
22 C -5.098 3.106 -0.012
23 N -2.221 4.391 -3.609
24 H 3.599 -3.188 1.011
25 P -0.616 -5.666 2.297
26 H -1.698 -0.367 0.158
27 H -7.371 -0.424 2.398
28 H -4.325 3.287 -0.750
29 C -4.020 8.684 -4.613
30 H -6.343 0.790 3.212
31 C -0.751 4.150 -3.606
32 O 3.227 -0.141 1.471
33 H -4.621 -2.880 1.909
34 N -4.993 1.678 0.387
35 H 2.590 0.807 -0.675
36 H 2.476 -5.743 -2.004
37 N -2.948 9.649 -4.243
38 H -1.303 -3.946 3.819
39 N 1.889 1.462 -2.537
40 N -7.988 0.128 4.317
41 H -0.170 -3.929 -1.908
42 H 3.025 -2.869 -2.016
43 C 5.440 -2.288 0.266
44 H -6.268 -0.923 3.715
45 H 3.211 4.764 -6.110
46 H -0.284 -2.408 -0.126
47 C 3.206 -1.190 2.112
48 H -1.621 -6.787 -0.005
49 C -3.638 -2.761 1.464
50 H 5.242 -1.236 0.121
51 O -8.788 0.995 4.033
52 O -4.613 6.534 0.693
53 B 0.529 -4.761 -1.277
54 O -4.761 1.431 1.559
55 C 4.578 -2.881 1.356
56 H -3.675 8.134 -5.483
57 O -5.126 0.853 -0.483
58 C -2.026 -1.339 0.488
59 H 1.999 -2.406 3.407
60 C 5.371 -3.056 -1.085
61 O -2.461 9.558 -3.138
62 C 2.942 -3.722 -1.346
63 H 4.453 -4.840 -0.215
64 C 1.883 -1.751 2.549
65 H 6.467 -2.328 0.623
66 H 1.155 -0.969 2.697
67 H 4.621 -4.849 -1.946
68 C -0.802 -4.855 0.629
69 H 2.233 -4.951 2.847
70 H 2.462 -3.343 -0.442
71 N 4.672 3.388 -5.537
72 C -0.327 -4.257 3.474
73 H -4.190 8.018 -3.776
74 O 2.400 3.404 4.982
75 O 0.483 -4.524 0.174
76 H 1.518 -2.385 1.739
77 H 3.098 -6.431 2.501
78 H 0.961 -7.185 3.183
79 H 4.433 0.969 4.728
80 C -1.252 -2.454 0.337
81 O 3.158 2.037 6.463
82 H 4.552 2.522 3.850
83 H 3.188 1.413 3.524
84 O 1.661 2.606 -2.908
85 C 3.004 1.259 -1.572
86 O -2.946 3.447 -3.397
87 H 2.992 4.067 -4.474
88 O 5.266 3.306 -4.483
89 O -2.592 5.528 -3.818
90 C -1.297 -5.864 -0.498
91 H 2.456 -5.459 1.183
92 H -0.322 4.777 -2.831
93 O 1.280 0.488 -2.894
94 C 3.263 3.865 -5.503
95 O -8.007 -0.532 5.332
96 H 2.642 3.078 -5.919
97 H -4.909 9.261 -4.845
98 N 3.080 2.462 5.331
99 H -6.085 3.264 -0.435
100 H -3.152 6.940 2.553
101 H 0.913 -7.352 1.443
102 O -3.047 5.365 -0.206
103 C 3.880 1.783 4.275
104 H 5.129 -2.337 -1.860
105 C -2.614 6.319 1.848
106 H 0.289 -4.605 4.293
107 H 6.363 -3.417 -1.345
108 H -0.575 3.099 -3.405
109 O -2.636 10.467 -5.081
110 C 1.990 -4.762 -1.969
111 H -3.895 -0.659 1.253

=====

[4]
# C6H11N2

The ion C6H11N2 with charge +1 (ωB97M-V with the def2-TZVPD basis set, the Open Molecules 2025 dataset).

As for the charge: +1. The calculation puts the HOMO energy at -12.384 eV. Its HOMO-LUMO gap is 7.891 eV.

Cartesian coordinates (Å):
1 C 2.142 0.154 -0.480
2 H 0.603 1.242 -1.560
3 H -0.186 -1.961 0.847
4 C -2.326 -0.809 -0.166
5 H -2.090 1.055 0.331
6 N -1.496 0.350 -0.087
7 H 2.893 0.427 0.291
8 H 2.077 -2.083 0.221
9 C 0.955 0.971 -0.556
10 H -0.465 2.519 0.332
11 H -2.173 -1.449 0.693
12 H -2.382 -1.515 -1.109
13 C 0.362 -1.079 0.438
14 C -0.169 0.245 0.224
15 H 0.866 1.811 1.556
16 C 0.423 1.805 0.579
17 H -3.269 -0.338 -0.127
18 N 1.552 -1.231 -0.006
19 H 2.684 -0.113 -1.421